Computed, not measured: a single C5H7N molecule, with ωB97M-V/def2-TZVPD.

## Properties
Total charge: 0
Lowest unoccupied orbital energy (eV): 1.2
SMILES: C#CCN1CC1
HOMO level (eV): -9.394
HOMO-LUMO gap (eV): 10.547
Maximum force (eV/A): 1.0
Energy relative to the best compared isomer or geometry (same formula, charge and spin) (kJ/mol): 322.19

XYZ file:
```
13
C5H7N ωB97M-V/def2-TZVPD
C 1.33 1.02 -0.84
C -2.42 -1.05 1.24
C 0.07 -0.11 1.04
N 0.08 0.69 -0.17
H -0.24 0.20 -2.25
H 1.35 2.04 -1.24
H 2.28 0.66 -0.45
H -3.43 -1.39 1.25
H 0.74 -1.04 -1.32
C -1.28 -0.65 1.20
H 0.32 0.54 1.89
H 0.80 -0.94 1.04
C 0.40 0.00 -1.40
```

***

Computed, not measured: a single C5H7N molecule, with ωB97M-V/def2-TZVPD.

## Properties
Total charge: 0
Lowest unoccupied orbital energy (eV): 1.1
SMILES: C1=C[C@H]2N[C@H]2C1
HOMO level (eV): -8.450
HOMO-LUMO gap (eV): 9.577
Maximum force (eV/A): 2.8
Energy relative to the best compared isomer or geometry (same formula, charge and spin) (kJ/mol): 316.73

XYZ file:
```
13
C5H7N ωB97M-V/def2-TZVPD
C -0.75 -0.44 0.71
H -0.47 1.12 1.44
H 0.79 2.09 -1.16
H 1.95 -0.19 -1.37
C 1.10 0.01 -0.73
H 1.20 -1.30 0.97
H 0.27 -1.99 -0.37
H -1.14 -0.81 1.66
H -1.57 0.01 -1.03
C 0.50 -1.06 0.15
C 0.50 1.20 -0.60
C -0.64 1.11 0.38
N -1.74 0.24 -0.05
```

***

Computed, not measured: a single C5H7N molecule, with ωB97M-V/def2-TZVPD.

## Properties
Total charge: 0
Lowest unoccupied orbital energy (eV): 0.9
SMILES: N#CCC1CC1
HOMO level (eV): -10.812
HOMO-LUMO gap (eV): 11.743
Maximum force (eV/A): 1.2
Energy relative to the best compared isomer or geometry (same formula, charge and spin) (kJ/mol): 99.27

XYZ file:
```
13
C5H7N ωB97M-V/def2-TZVPD
C 1.21 0.60 -0.31
C -0.97 -0.23 0.93
C -1.24 -0.35 -0.55
H 1.75 1.30 0.34
C -0.29 0.69 -0.04
H -1.75 0.19 1.57
H 1.43 0.87 -1.34
H -0.38 -1.01 1.39
H -2.20 -0.01 -0.93
N 2.18 -1.80 0.14
C 1.75 -0.74 -0.07
H -0.65 1.72 -0.06
H -0.84 -1.21 -1.06
```